(1)
3 unconnected molecules or ions with the total composition C4H12NO4 in a non-equilibrium geometry. Source: the OMol25 dataset; level of theory: ωB97M-V with the def2-TZVPD basis set.

Geometry as XYZ:
```
21
Properties=species:S:1:pos:R:3:forces:R:3:mulliken_charge:R:1
O 0.807576 -2.670868 -2.116068 -1.263 1.541 2.541 -0.672
C 0.163249 -2.069904 -1.202659 2.794 -0.059 -1.355 -0.063
N 0.685763 -1.063881 -0.385550 -1.100 -0.464 0.539 -0.179
C -0.115722 -0.318619 0.779844 0.323 -4.289 -1.424 -0.022
C 0.821260 0.265275 1.727346 4.224 1.793 -1.663 -0.955
C 1.174302 1.758190 1.102305 -3.708 -1.280 1.304 -0.629
O 0.129868 2.287075 0.434206 -0.649 0.692 0.385 -0.930
H -0.879296 -2.293125 -1.058750 -0.503 0.121 0.332 0.499
H 1.708964 -1.009895 -0.307139 -0.781 0.041 -0.318 0.180
H -0.654787 -1.103383 1.307745 -0.315 -0.376 -0.253 0.399
H -0.841092 0.322866 0.306607 0.452 0.636 0.346 -0.021
H 0.407542 0.343154 2.705518 -0.319 0.199 0.734 0.393
H 1.920276 -0.234479 1.798592 -2.673 0.453 -0.036 0.216
H 1.447564 2.229880 2.005134 0.589 1.519 1.414 0.365
H 1.973797 1.759186 0.478150 3.246 -0.772 -1.817 0.361
H -2.260230 -0.612365 -1.850168 0.013 -0.203 -0.218 0.345
H -2.495763 -0.095166 -0.542850 -0.104 0.125 0.437 0.346
O -2.632623 -0.922221 -1.013183 -0.306 0.204 -0.357 -0.681
H -0.510426 1.837967 -1.000905 0.217 -0.644 -0.110 0.466
H -0.105828 0.450788 -1.457411 -0.155 0.373 -0.425 0.367
O -0.744395 1.139524 -1.710763 0.018 0.389 -0.058 -0.784
```
Positions in Å, forces in eV/Å.

As for the net charge: -1. The energy above the lowest of the compared OMol25 structures with the same formula, charge and spin is 336.5 kJ/mol. The LUMO energy comes out at 0.1382 Ha. As for the frontier orbital gap: 7.43 eV. The spin multiplicity is 1.

---

(2)
2 unconnected molecules or ions with the total composition C4H12NOP in a non-equilibrium geometry. Source: the OMol25 dataset; level of theory: ωB97M-V with the def2-TZVPD basis set.

Geometry as XYZ:
```
19
Properties=species:S:1:pos:R:3:forces:R:3:mulliken_charge:R:1
C 2.746323 -0.410412 0.080651 0.511 2.538 1.703 -1.103
C -2.847866 0.038883 -0.171662 -1.458 1.567 1.520 -1.036
C 1.401217 -0.959281 -0.397833 0.216 4.246 -0.237 -0.460
C -1.609541 -0.704017 -0.535649 1.461 0.021 2.307 -0.389
N 0.310203 2.300141 0.116142 -2.365 -3.080 -0.217 -0.702
O -0.078051 -0.255714 1.911279 -0.281 -0.514 0.849 -0.604
P -0.070799 -0.160050 0.454696 0.724 2.630 -1.511 0.612
H 3.724270 -0.893959 -0.192605 -1.400 -0.049 0.094 0.321
H 2.841529 0.666213 -0.232638 0.005 -0.975 -0.140 0.253
H 2.698570 -0.251720 1.207728 0.303 -0.729 -1.170 0.291
H -3.318779 -0.541224 0.671428 0.317 1.284 -0.444 0.269
H -2.715662 1.182778 0.035475 0.090 -2.206 0.145 0.277
H -3.613238 0.076220 -0.944832 0.181 -0.471 -0.386 0.346
H 1.371624 -1.916215 -0.087048 -0.590 -3.706 0.215 0.446
H 1.281477 -0.686210 -1.443653 -0.163 -0.872 -0.262 0.323
H -1.294992 -0.465847 -1.498550 0.488 -0.211 -2.001 0.350
H -1.712163 -1.789049 -0.289009 0.267 0.715 -0.663 0.336
H 1.265596 2.251079 0.431301 0.154 0.094 0.835 0.222
H -0.379727 2.518390 0.884788 1.542 -0.283 -0.635 0.247
```
Positions in Å, forces in eV/Å.

As for the net charge: 0. The energy above the lowest of the compared OMol25 structures with the same formula, charge and spin is 381.6 kJ/mol. The LUMO energy comes out at 0.0054 Ha. As for the frontier orbital gap: 8.94 eV. The spin multiplicity is 1.

---

(3)
2 unconnected molecules or ions with the total composition C4H12NOP in a non-equilibrium geometry. Source: the OMol25 dataset; level of theory: ωB97M-V with the def2-TZVPD basis set.

Geometry as XYZ:
```
19
Properties=species:S:1:pos:R:3:forces:R:3:mulliken_charge:R:1
C 2.729993 0.182139 0.869876 3.039 0.198 0.015 -0.726
C -1.553758 1.788101 0.251095 -1.218 -0.293 3.907 -0.645
C -1.405752 -1.783062 1.063088 2.013 -0.139 -3.121 -1.062
C -0.004954 -0.504606 -2.105529 -1.552 2.094 -1.673 -0.914
N 1.940897 -0.270487 -0.259677 -1.920 0.512 1.048 -0.366
O -0.228141 1.338871 0.099624 0.485 -0.127 -0.832 -0.263
P 0.381024 -0.083363 -0.359425 -0.137 -2.362 0.577 0.499
H 2.836810 -0.438085 1.840080 -0.605 0.415 -1.715 0.243
H 2.606532 1.227958 1.206515 -0.604 -0.338 -0.223 0.251
H 3.784884 0.230238 0.395794 -1.242 -0.252 1.166 0.261
H -2.128768 1.170629 1.089239 1.257 0.848 -1.773 0.242
H -2.183471 1.802856 -0.605709 -0.050 -0.107 -1.067 0.310
H -1.506926 2.807944 0.717740 0.134 -0.810 -0.769 0.259
H -1.045783 -2.795269 0.773341 -0.232 0.931 -0.046 0.308
H -1.382706 -1.669019 2.090006 0.153 0.684 1.946 0.319
H -2.295095 -1.468070 0.563314 -0.533 0.064 -0.168 0.335
H 0.346076 -1.449905 -2.562343 0.289 0.653 0.821 0.339
H -1.104478 -0.495224 -2.262301 0.301 -0.370 0.560 0.295
H 0.213616 0.408357 -2.804730 0.422 -1.601 1.347 0.315
```
Positions in Å, forces in eV/Å.

As for the net charge: 0. The energy above the lowest of the compared OMol25 structures with the same formula, charge and spin is 552.1 kJ/mol. The LUMO energy (spin up / spin down) comes out at 0.0026 / 0.0061 Ha. As for the frontier orbital gap (spin up / spin down): 7.80 / 7.70 eV. The spin multiplicity is 1.

---

(4)
2 unconnected molecules or ions with the total composition C4H12NOS in a non-equilibrium geometry. Source: the OMol25 dataset; level of theory: ωB97M-V with the def2-TZVPD basis set.

Geometry as XYZ:
```
19
Properties=species:S:1:pos:R:3:forces:R:3:mulliken_charge:R:1
C -0.014291 -2.582949 -0.339065 0.117 0.421 0.967 -0.407
N -0.379730 -1.355664 0.425989 0.214 -0.199 -0.098 -0.463
C 0.530018 -0.179246 0.534140 -1.472 -0.754 -2.279 -0.681
C 0.447597 0.789951 -0.673573 2.940 -0.062 -0.987 -0.691
S 2.104569 0.881170 -1.692093 -0.338 -0.219 0.399 -0.708
C 1.163192 -2.535075 -1.295614 -0.037 0.591 -0.585 -0.802
H -0.922839 -2.910655 -0.846385 -0.006 0.007 -0.050 0.316
H 0.182585 -3.316992 0.435984 0.077 -0.521 0.002 0.240
H -1.227590 -1.035238 0.022798 -0.776 0.476 -0.231 0.265
H 0.113874 0.383652 1.365995 0.968 -0.146 0.713 0.306
H 1.534409 -0.590317 0.480369 0.296 0.482 1.136 0.422
H -0.180582 0.537660 -1.518664 -0.932 0.119 0.575 0.285
H 0.540318 1.824530 -0.380922 -1.217 0.247 0.241 0.256
H 1.460963 -1.508263 -1.537924 0.015 0.029 0.056 0.118
H 0.911681 -2.973657 -2.261512 0.003 -0.253 -0.009 0.305
H 2.052505 -3.019792 -0.912992 0.140 -0.205 0.159 0.239
H -3.181491 5.498431 2.195125 -0.347 0.073 0.033 0.327
H -2.089533 6.006339 3.049716 -0.019 0.216 0.277 0.324
O -3.045656 6.086116 2.948628 0.376 -0.302 -0.319 -0.652
```
Positions in Å, forces in eV/Å.

As for the net charge: -1. The energy above the lowest of the compared OMol25 structures with the same formula, charge and spin is 185.9 kJ/mol. The LUMO energy comes out at 0.1025 Ha. As for the frontier orbital gap: 5.17 eV. The spin multiplicity is 1.

---

(5)
2 unconnected molecules or ions with the total composition C4H12NOS in a non-equilibrium geometry. Source: the OMol25 dataset; level of theory: ωB97M-V with the def2-TZVPD basis set.

Geometry as XYZ:
```
19
Properties=species:S:1:pos:R:3:forces:R:3:mulliken_charge:R:1
C 0.123979 1.921800 -2.190091 -1.262 -3.269 0.704 -0.633
N 0.469543 0.660382 -1.371455 0.664 3.082 -0.032 -0.412
C 0.267000 1.041316 0.042510 1.118 -3.258 -0.600 -0.450
C -0.316974 -0.132771 0.881836 -3.096 3.471 -0.555 -0.867
S -2.172723 0.095674 0.662009 -0.170 -0.797 0.035 -0.739
C -1.427604 1.983220 -2.538671 2.812 0.490 -0.175 -0.838
H 0.769884 1.896972 -3.063381 -0.197 0.276 -0.374 0.353
H 0.382316 2.770267 -1.554500 0.158 -0.069 -0.255 0.352
H 0.031111 -0.213649 -1.583297 -0.953 0.182 -0.490 0.246
H 1.264983 1.014957 0.472571 0.619 1.570 0.121 0.209
H -0.337530 1.962984 0.063113 0.385 -0.602 0.919 0.292
H -0.077540 -1.156791 0.628229 0.793 0.106 0.301 0.363
H -0.196891 0.329214 1.862029 0.563 -1.435 0.585 0.277
H -1.994252 2.220159 -1.657316 -0.381 -0.221 0.273 0.235
H -1.744547 1.084180 -3.048003 -0.180 -0.218 0.139 0.245
H -1.396779 2.799140 -3.235338 -0.861 0.684 -0.598 0.368
H 3.663093 -5.242318 2.928570 -0.065 -0.538 0.418 0.319
H 4.302065 -3.967932 3.113153 0.336 0.266 0.548 0.325
O 4.202324 -4.799190 3.597723 -0.283 0.283 -0.965 -0.644
```
Positions in Å, forces in eV/Å.

As for the net charge: -1. The energy above the lowest of the compared OMol25 structures with the same formula, charge and spin is 212.7 kJ/mol. The LUMO energy comes out at 0.1025 Ha. As for the frontier orbital gap: 5.00 eV. The spin multiplicity is 1.

---

(6)
2 unconnected molecules or ions with the total composition C4H12NOS in a non-equilibrium geometry. Source: the OMol25 dataset; level of theory: ωB97M-V with the def2-TZVPD basis set.

Geometry as XYZ:
```
19
Properties=species:S:1:pos:R:3:forces:R:3:mulliken_charge:R:1
C 2.576586 0.450043 -0.885258 2.331 0.575 1.896 -1.128
C -2.783580 -0.504111 -0.064383 0.289 -0.902 2.656 -0.784
C 1.717686 -0.194012 0.099967 -3.583 -3.308 1.061 0.267
C -0.505626 0.474372 -0.217689 2.822 0.111 -3.705 -0.618
N -1.310047 -0.845248 -0.140512 -0.531 1.904 -2.443 -0.197
O 1.690538 0.008869 1.452860 0.502 -0.776 -1.359 -0.419
S -0.913249 1.719305 0.937117 0.048 -0.824 0.335 -0.085
H 2.343045 1.538411 -0.797270 0.658 -0.679 -1.224 0.316
H 2.708167 -0.147620 -1.782116 -1.182 0.753 -0.690 0.363
H 3.666336 0.242362 -0.538935 -1.444 0.849 0.175 0.348
H -2.982984 0.058882 0.884802 0.348 -0.353 -1.198 0.327
H -3.073949 0.016384 -0.922355 0.003 1.118 -1.220 0.368
H -3.395360 -1.374097 -0.021483 -0.172 -1.031 0.058 0.358
H 1.608612 -1.352857 -0.048914 0.021 2.220 0.239 0.277
H -0.560149 0.958307 -1.280858 -0.096 -1.264 1.867 0.346
H -0.826551 -1.215282 0.623856 -0.132 -1.300 2.204 0.400
H -1.090968 -1.528917 -0.915879 -0.292 1.346 0.634 0.366
H 1.935658 0.890628 1.699692 0.312 1.058 0.151 0.346
H -0.804161 0.804589 1.917366 0.095 0.501 0.561 0.150
```
Positions in Å, forces in eV/Å.

As for the net charge: +1. The energy above the lowest of the compared OMol25 structures with the same formula, charge and spin is 366.4 kJ/mol. The LUMO energy comes out at -0.1150 Ha. As for the frontier orbital gap: 8.98 eV. The spin multiplicity is 1.

---

(7)
2 unconnected molecules or ions with the total composition C4H12NOS in a non-equilibrium geometry. Source: the OMol25 dataset; level of theory: ωB97M-V with the def2-TZVPD basis set.

Geometry as XYZ:
```
19
Properties=species:S:1:pos:R:3:forces:R:3:mulliken_charge:R:1
C 1.706620 1.359993 -1.662458 -0.433 -2.837 -1.442 -0.978
C -0.840025 0.188958 -0.285232 -0.407 -1.497 -0.055 -0.851
C 1.245399 1.447961 -0.248175 0.891 0.231 1.511 -0.378
C 0.918889 -0.536006 1.236895 -0.746 0.031 -0.839 0.384
N 0.519535 0.261924 0.271388 -0.028 -0.094 0.395 0.124
O 0.187253 -1.521376 1.727167 -1.340 1.020 0.049 -0.397
S -3.049664 -2.329063 0.335173 0.097 -0.277 0.045 -0.371
H 1.073429 0.560610 -2.231944 1.419 1.361 0.774 0.288
H 1.577080 2.269842 -2.171516 -0.455 1.262 -0.565 0.335
H 2.773604 1.158091 -1.758774 -0.165 -0.518 0.068 0.318
H -1.473326 0.885710 0.332433 0.311 -0.819 -0.794 0.371
H -0.809072 0.506432 -1.381069 -0.140 -0.496 1.661 0.322
H -1.148172 -0.924995 -0.171078 0.043 2.377 -0.628 0.154
H 0.554755 2.308622 -0.219964 0.291 -0.446 0.837 0.282
H 2.110082 1.525931 0.436640 -0.485 0.699 -0.301 0.315
H 1.930727 -0.503329 1.685889 -0.609 0.255 -0.590 0.314
H -2.595351 -3.299406 1.125751 0.125 -0.397 -0.036 0.209
H -0.837750 -1.428064 1.664232 2.073 -0.176 -0.353 0.328
H -3.844014 -1.931836 1.314643 -0.439 0.321 0.263 0.233
```
Positions in Å, forces in eV/Å.

As for the net charge: +1. The energy above the lowest of the compared OMol25 structures with the same formula, charge and spin is 115.1 kJ/mol. The LUMO energy comes out at -0.1407 Ha. As for the frontier orbital gap: 9.85 eV. The spin multiplicity is 1.

---

(8)
2 unconnected molecules or ions with the total composition C4H12NOS in a non-equilibrium geometry. Source: the OMol25 dataset; level of theory: ωB97M-V with the def2-TZVPD basis set.

Geometry as XYZ:
```
19
Properties=species:S:1:pos:R:3:forces:R:3:mulliken_charge:R:1
C 2.409885 -0.491728 0.738594 0.620 -0.358 2.480 -0.918
C -1.347286 1.677320 -1.125689 1.130 -1.025 -3.812 -0.893
C 1.474989 -1.663826 0.446912 -1.130 1.870 -1.454 -0.711
C -1.039915 -0.394837 0.196199 -0.763 -3.715 -1.998 0.153
N -2.374971 -1.152287 -0.112885 -1.069 0.897 0.627 -0.386
O -0.960464 -0.143775 1.469641 -0.136 0.255 1.210 -0.474
S 0.131912 -1.162909 -0.833511 1.584 -0.102 0.947 -0.053
H 2.576711 0.212842 -0.085020 0.056 -0.427 0.279 0.295
H 2.085504 0.057610 1.686875 -0.031 -0.257 -1.399 0.316
H 3.361660 -0.929747 1.162802 -0.624 0.519 -0.989 0.318
H -2.335967 1.660748 -1.621895 0.545 0.094 0.591 0.346
H -0.484549 1.115450 -1.715260 -2.196 1.166 1.314 0.272
H -0.965824 2.553856 -0.718527 0.119 1.562 0.970 0.360
H 0.856514 -1.967009 1.257355 -0.014 -0.480 0.894 0.425
H 1.922774 -2.497570 -0.029493 0.570 -0.756 -0.310 0.455
H -2.586085 -1.896258 0.655646 -0.040 1.783 -1.400 0.362
H -2.328917 -1.669762 -1.031147 0.225 0.733 1.138 0.406
H -3.111074 -0.357370 -0.238219 0.932 -1.982 0.695 0.389
H -0.063039 0.127613 1.694438 0.223 0.224 0.217 0.337
```
Positions in Å, forces in eV/Å.

As for the net charge: +1. The energy above the lowest of the compared OMol25 structures with the same formula, charge and spin is 143.8 kJ/mol. The LUMO energy (spin up / spin down) comes out at -0.1259 / -0.1938 Ha. As for the frontier orbital gap (spin up / spin down): 7.48 / 8.48 eV. The spin multiplicity is 3.